Arrangement a

Entry from the OMol25 dataset: a cluster of 2 separate species, C4H14N3 in total (the ωB97M-V functional and the def2-TZVPD basis).

Positions of all 21 atoms, in Å:
C: -0.65 1.18 3.42
C: 0.37 1.61 2.28
H: -0.14 1.13 4.39
H: -1.43 1.93 3.48
H: -1.04 0.23 3.05
H: 0.79 0.81 1.65
H: 0.06 2.32 1.58
H: 1.21 1.99 2.80
C: 0.06 -2.59 -0.96
C: 0.07 -0.14 -1.31
N: -0.51 -1.27 -0.88
N: 1.37 0.02 -1.80
N: -0.74 0.99 -1.34
H: -1.54 -1.28 -0.46
H: 1.87 -0.71 -2.13
H: 1.66 0.96 -1.63
H: -1.69 0.96 -0.86
H: -0.25 1.79 -1.62
H: 1.11 -2.57 -1.12
H: -0.50 -3.04 -1.74
H: -0.01 -3.01 0.13

Its HOMO energy (spin up / spin down) is -3.164 / -9.357 eV. Its gap between HOMO and LUMO (spin up / spin down) is 4.33 / 10.04 eV. Its spin multiplicity is 2.

Arrangement b

Entry from the OMol25 dataset: a cluster of 2 separate species, C4H14N3 in total (the ωB97M-V functional and the def2-TZVPD basis).

Positions of all 21 atoms, in Å:
C: 1.50 1.58 -0.53
C: 1.32 -0.05 1.32
N: 1.90 0.36 0.12
N: 0.12 0.49 1.77
N: 1.74 -1.26 1.89
H: 2.80 -0.01 -0.11
H: -0.65 0.86 1.25
H: 0.12 0.60 2.77
H: 2.67 -1.62 1.88
H: 1.06 -1.75 2.44
H: 2.04 1.74 -1.46
H: 1.30 2.44 0.10
H: 0.51 1.41 -0.97
C: -1.83 -0.48 -2.05
C: -2.25 -0.74 -0.59
H: -2.68 -0.67 -2.70
H: -1.60 0.57 -2.17
H: -0.96 -1.10 -2.28
H: -1.60 -0.23 0.11
H: -2.25 -1.79 -0.28
H: -3.27 -0.37 -0.50

Its HOMO energy (spin up / spin down) is -4.105 / -8.584 eV. Its gap between HOMO and LUMO (spin up / spin down) is 5.16 / 9.55 eV. Its spin multiplicity is 2.

Which structure is the least stable? The one labeled arrangement a.

Arrangement a

Entry from the OMol25 dataset: a cluster of 2 separate species, C6H14NO in total (the ωB97M-V functional and the def2-TZVPD basis).

Positions of all 22 atoms, in Å:
C: -1.49 -2.20 -1.49
C: -1.56 -2.68 -2.72
C: -1.13 -0.29 -0.10
N: -1.25 -0.81 -1.26
H: -1.61 -2.80 -0.60
H: -1.43 -2.05 -3.60
H: -1.73 -3.73 -2.89
H: -1.00 0.78 0.02
H: -1.29 -0.92 0.77
H: -1.15 -0.26 -2.11
C: 1.65 1.02 0.68
O: 1.20 -0.33 0.39
C: 1.12 1.55 2.02
C: 0.72 3.02 1.94
H: 2.74 1.00 0.66
H: 1.30 1.62 -0.15
H: 1.62 -0.92 1.03
H: 0.25 0.94 2.28
H: 1.86 1.41 2.80
H: -0.12 3.19 1.27
H: 0.43 3.39 2.92
H: 1.54 3.63 1.57

As for the total charge: +1. Its HOMO energy is -14.242 eV. Its gap between HOMO and LUMO is 9.79 eV.

Arrangement b

Entry from the OMol25 dataset: the ion C6H14NO with charge +1 (the ωB97M-V functional and the def2-TZVPD basis).

Positions of all 22 atoms, in Å:
C: -0.51 1.66 -0.87
C: 0.21 0.58 -0.10
C: -0.12 0.85 1.37
C: 1.67 0.51 -0.57
C: -0.36 -0.84 -0.42
N: 0.52 -1.91 0.30
C: -1.71 -1.04 0.09
O: -1.96 -1.79 0.98
H: -0.68 1.32 -1.91
H: -1.54 2.05 -0.51
H: 0.18 2.46 -0.72
H: 0.55 0.23 1.95
H: 0.12 1.85 1.80
H: -1.20 0.90 1.48
H: 1.77 1.24 -1.43
H: 1.83 -0.55 -0.95
H: 2.28 0.78 0.32
H: -0.41 -0.99 -1.53
H: -0.32 -2.29 0.88
H: 1.40 -1.62 0.73
H: 0.68 -2.79 -0.35
H: -2.40 -0.59 -0.56

As for the total charge: +1. Its HOMO energy is -15.140 eV. Its gap between HOMO and LUMO is 11.43 eV. As for the SMILES: CC(C)(C)[C@@H]([NH3+])C=O.

Which structure is the least stable? The one labeled arrangement b.